Formula: C4H10O
Source: the OMol25 dataset
Level of theory: ωB97M-V with the def2-TZVPD basis set

XYZ file:
```
15
Properties=species:S:1:pos:R:3:mulliken_charge:R:1
C 0.526 -0.471 0.151 0.05
H -1.317 0.268 1.017 0.43
H -2.217 -1.690 -0.464 0.37
H -2.345 -0.241 -1.471 0.35
H 0.049 0.689 -0.332 0.12
C -1.663 -0.843 -0.884 -1.25
H 2.288 -0.770 1.326 0.36
C -0.836 -0.205 0.160 0.33
H 0.863 -0.189 2.251 0.37
H -1.088 -1.387 -1.646 0.34
H 0.863 -1.145 -0.626 0.39
O 1.060 2.264 -0.751 -0.40
C 1.412 -0.137 1.322 -1.14
H 0.622 2.980 -1.254 0.34
H 1.783 0.876 1.201 0.33
```

## Properties
**Relative energy (zero: lowest compared OMol25 entry of this formula, charge and spin)**: 49.2 kcal/mol
**Frontier orbital gap (spin up / spin down)**: 12.207 / 9.429 eV
**Multiplicity**: 2
**E_HOMO (spin up / spin down)**: -17.028 / -16.472 eV
**⟨S²⟩**: 0.75
**Max |F|**: 1.87 eV/A
**Net charge**: +1
**LUMO level (spin up / spin down)**: -4.82 / -7.04 eV